[1]
Here is a cluster of 2 separate species, C5H6N2O in total from OMol25. Energies are from ωB97M-V with the def2-TZVPD basis set.

Last columns: bonded neighbours and bond lengths (Å).
CARTESIAN COORDINATES (ANGSTROEM)
1 C -3.0769 -2.2738 -1.1753  N12 1.169
2 H -0.6940 -0.8560 1.4645  C14 1.082
3 H -1.6547 -0.7882 -0.5010  N12 0.996
4 H 1.2667 2.5003 1.3627  N6 1.056
5 C 1.2961 0.6059 -0.6438  C7 1.418, H8 1.019, C9 1.352
6 N 0.4328 1.8527 1.3391  H4 1.056, C7 1.365, H11 1.037
7 C 0.5832 0.7311 0.5758  C5 1.418, N6 1.365, C14 1.352
8 H 1.5837 1.4609 -1.1177  C5 1.019
9 C 1.0666 -0.6290 -1.1440  C5 1.352, O10 1.361, H13 1.011
10 O 0.2625 -1.3628 -0.3276  C9 1.361, C14 1.402
11 H 0.1221 1.6693 2.3118  N6 1.037
12 N -2.3079 -1.4888 -0.7756  C1 1.169, H3 0.996
13 H 1.1035 -0.9362 -2.1067  C9 1.011
14 C 0.0165 -0.4854 0.7376  H2 1.082, C7 1.352, O10 1.402

Values from the calculation:
LUMO level = 0.7 eV
energy relative to the best compared isomer or geometry (same formula, charge and spin) = 246.1 kJ/mol
charge = 0
gap between HOMO and LUMO = 9.420 eV
E_HOMO = -8.717 eV

Here are the Mulliken charges for atoms 1 to 8, given in e:
1 C -0.224
2 H 0.538
3 H 0.316
4 H 0.265
5 C -0.595
6 N -0.549
7 C 0.797
8 H 0.437

[2]
Here is an isolated molecule of C5H6N2O from OMol25. Energies are from ωB97M-V with the def2-TZVPD basis set.

Last columns: bonded neighbours and bond lengths (Å).
CARTESIAN COORDINATES (ANGSTROEM)
1 H 0.4134 -2.1403 1.1168  N2 1.011
2 N 0.2994 -1.3229 0.5325  H1 1.011, C9 1.388, C12 1.393
3 C 0.0589 0.9828 -0.6834  N6 1.422, C10 1.414, C11 1.546, H14 1.049
4 H -1.7059 1.4644 -1.6340  N6 1.056
5 H -1.2095 0.7487 1.3737  C11 1.215
6 N -1.1939 1.6538 -0.7305  C3 1.422, H4 1.056, C11 1.489
7 H 2.2075 1.2524 -0.1964  C10 1.106
8 H 2.3674 -0.7673 0.6854  C9 1.070
9 C 1.3711 -0.4436 0.4677  N2 1.388, H8 1.070, C10 1.296
10 C 1.2413 0.7811 0.0649  C3 1.414, H7 1.106, C9 1.296
11 C -1.1161 0.4865 0.1906  C3 1.546, H5 1.215, N6 1.489, C12 1.576
12 C -1.0184 -1.0860 0.1466  N2 1.393, C11 1.576, O13 1.210
13 O -1.8479 -1.9658 0.1877  C12 1.210
14 H 0.1328 0.3562 -1.5215  C3 1.049

Values from the calculation:
LUMO level = 0.8 eV
energy relative to the best compared isomer or geometry (same formula, charge and spin) = 358.1 kJ/mol
SMILES string = O=C1NC=C[C@@H]2N[C@@H]12
charge = 0
gap between HOMO and LUMO = 9.850 eV
E_HOMO = -9.090 eV

Here are the Mulliken charges for atoms 1 to 8, given in e:
1 H 0.253
2 N -0.156
3 C 0.308
4 H 0.317
5 H 0.247
6 N -0.627
7 H 0.241
8 H 0.390

[3]
Here is an isolated molecule of C5H6N2O from OMol25. Energies are from ωB97M-V with the def2-TZVPD basis set.

Last columns: bonded neighbours and bond lengths (Å).
CARTESIAN COORDINATES (ANGSTROEM)
1 C 1.1567 0.1151 -0.4762  N2 1.464, C6 1.513, H9 1.093, H10 1.058
2 N 0.0054 -0.6739 -0.9182  C1 1.464, C6 1.436, C14 1.365
3 N -0.0426 1.9318 3.1015  C8 1.158
4 H -1.4402 -0.6146 1.6645  C7 1.123
5 O -1.5930 -0.4382 -2.5589  C14 1.221
6 C -0.2313 0.3212 0.0901  C1 1.513, N2 1.436, C7 1.532, H12 1.093
7 C -0.4079 -0.1966 1.5208  H4 1.123, C6 1.532, C8 1.533, H13 1.124
8 C -0.1913 0.9340 2.5326  N3 1.158, C7 1.533
9 H 1.5000 0.8811 -1.1758  C1 1.093
10 H 1.8827 -0.5077 -0.0238  C1 1.058
11 H 0.1044 -1.2366 -2.9310  C14 1.051
12 H -0.6877 1.2319 -0.3062  C6 1.093
13 H 0.4504 -0.9100 1.6539  C7 1.124
14 C -0.5056 -0.8373 -2.1733  N2 1.365, O5 1.221, H11 1.051

Values from the calculation:
LUMO level = 0.7 eV
energy relative to the best compared isomer or geometry (same formula, charge and spin) = 169.2 kJ/mol
SMILES string = N#CC[C@H]1CN1C=O
charge = 0
gap between HOMO and LUMO = 10.905 eV
E_HOMO = -10.255 eV

Here are the Mulliken charges for atoms 1 to 8, given in e:
1 C -0.702
2 N -0.211
3 N -0.389
4 H 0.278
5 O -0.518
6 C 0.066
7 C -0.431
8 C 0.186

E_HOMO of number 1 (C5H6N2O)? -8.717 eV